Entry 1:
{
  "formula": "C19H15NS4Yb",
  "method": "ωB97M-V/def2-TZVPD",
  "e_lumo_ev": [-3.678, -3.851],
  "s_squared": 0.751,
  "e_homo_ev": [-10.944, -10.961],
  "spin_multiplicity": 2,
  "charge": 1,
  "gap_ev": [7.27, 7.11],
  "species": ["Yb", "S", "C", "C", "C", "C", "C", "C", "S", "C", "C", "C", "C", "C", "C", "C", "S", "C", "C", "C", "C", "C", "C", "S", "N", "H", "H", "H", "H", "H", "H", "H", "H", "H", "H", "H", "H", "H", "H", "H"],
  "positions_angstrom": [[-0.810474, 0.010768, 0.694508], [-2.841120, 0.263125, 2.253491], [-4.231594, -0.598513, 1.564313], [-5.439023, -0.502499, 2.256988], [-6.560567, -1.206010, 1.847827], [-6.515352, -2.036441, 0.733964], [-5.333481, -2.139272, 0.022288], [-4.210059, -1.418663, 0.429760], [-2.752796, -1.579557, -0.555081], [-2.968154, -0.243459, -1.765279], [-1.673633, -0.018988, -2.496566], [-1.606528, 0.024472, -3.873240], [-0.383388, 0.283785, -4.471351], [0.733323, 0.477257, -3.678885], [0.607491, 0.385281, -2.304425], [1.800508, 0.506848, -1.399768], [1.424241, 1.593818, -0.004800], [2.560911, 1.025196, 1.219930], [3.595587, 1.890414, 1.576122], [4.512990, 1.512429, 2.540590], [4.395059, 0.266318, 3.140796], [3.361674, -0.590547, 2.793140], [2.418004, -0.229712, 1.832437], [1.143554, -1.421897, 1.469922], [-0.582418, 0.150378, -1.727026], [-5.485579, 0.127114, 3.136302], [-7.476648, -1.110377, 2.417301], [-7.387631, -2.601861, 0.433607], [-5.274277, -2.787910, -0.844018], [-3.282411, 0.660967, -1.238784], [-3.771122, -0.506707, -2.448979], [-2.499960, -0.135074, -4.461721], [-0.301531, 0.336984, -5.549385], [1.700392, 0.682353, -4.117368], [2.662831, 0.898781, -1.932623], [2.044587, -0.473405, -0.987565], [3.674804, 2.858728, 1.098069], [5.314312, 2.183187, 2.820056], [5.109228, -0.044932, 3.892809], [3.270783, -1.555015, 3.275741]],
  "forces_ev_per_angstrom": [[0.1, -0.3, -0.1], [0.1, 0.1, -0.3], [0.0, 0.0, 0.1], [-0.1, 0.0, 0.0], [0.0, 0.0, 0.0], [0.0, 0.0, 0.0], [0.0, 0.0, 0.1], [-0.1, 0.1, 0.0], [0.4, -0.2, 0.2], [-0.1, 0.2, -0.2], [-0.1, 0.0, 0.1], [-0.1, 0.0, -0.1], [0.0, 0.0, -0.1], [0.1, 0.0, -0.1], [0.0, 0.0, 0.0], [0.0, -0.2, -0.2], [-0.4, 0.3, 0.3], [0.2, -0.1, 0.2], [0.0, -0.1, 0.0], [0.0, 0.0, 0.0], [-0.1, -0.1, 0.0], [0.1, 0.0, 0.1], [-0.1, -0.1, 0.0], [0.0, 0.1, -0.1], [-0.1, 0.0, 0.2], [0.0, 0.0, 0.0], [0.0, 0.0, 0.0], [0.0, 0.0, 0.0], [0.0, 0.0, 0.0], [0.0, 0.1, 0.0], [0.0, -0.1, -0.1], [0.0, 0.0, 0.0], [0.0, 0.0, 0.0], [0.0, 0.0, 0.0], [0.0, 0.0, 0.0], [0.0, -0.1, 0.0], [0.0, 0.0, 0.0], [0.0, 0.0, 0.0], [0.0, 0.0, 0.0], [0.0, 0.0, 0.0]],
  "nbo_charge": [1.6008, -0.3575, -0.1570, -0.2077, -0.1617, -0.2148, -0.2168, -0.1638, 0.2803, -0.5712, 0.2397, -0.2309, -0.0992, -0.2293, 0.2426, -0.5752, 0.2691, -0.1697, -0.2162, -0.2109, -0.1617, -0.2066, -0.1711, -0.3558, -0.5895, 0.2357, 0.2314, 0.2328, 0.2283, 0.2507, 0.2565, 0.2440, 0.2449, 0.2438, 0.2539, 0.2780, 0.2314, 0.2335, 0.2326, 0.2369]
}

***

Entry 2:
{
  "formula": "C19H16AsN4O6OsS2",
  "method": "ωB97M-V/def2-TZVPD",
  "e_lumo_ev": [-4.513, -5.793],
  "s_squared": 6.167,
  "e_homo_ev": [-11.297, -11.710],
  "spin_multiplicity": 5,
  "de_lowest_kj_mol": 0.6,
  "charge": 1,
  "gap_ev": [6.78, 5.92],
  "species": ["Os", "S", "C", "N", "N", "C", "C", "C", "C", "C", "C", "N", "N", "C", "C", "C", "C", "C", "C", "H", "H", "H", "H", "H", "H", "H", "H", "H", "H", "H", "O", "As", "O", "O", "C", "C", "C", "C", "C", "C", "S", "O", "O", "O", "H", "H", "H", "H", "H"],
  "positions_angstrom": [[-0.494480, -0.778731, -0.312673], [1.697914, -0.747455, 0.451401], [1.602771, 0.820188, 1.207084], [2.628794, 1.432105, 1.804671], [3.753670, 0.831130, 1.825390], [4.899932, 1.377916, 2.426205], [6.064882, 0.617903, 2.377696], [7.215347, 1.120625, 2.956726], [7.193176, 2.364659, 3.573284], [6.019949, 3.110987, 3.613202], [4.859192, 2.626690, 3.040519], [0.458315, 1.508827, 1.264261], [-0.560766, 0.950860, 0.709516], [-1.760448, 1.744566, 0.813297], [-1.715941, 3.082143, 0.446175], [-2.869414, 3.841123, 0.556517], [-4.038028, 3.268063, 1.039749], [-4.060759, 1.931734, 1.413327], [-2.919257, 1.155825, 1.295390], [3.853305, -0.090598, 1.393832], [6.069337, -0.351781, 1.893550], [8.127959, 0.542215, 2.927096], [8.093709, 2.755960, 4.026254], [6.011626, 4.078349, 4.095892], [3.939399, 3.192340, 3.063690], [-0.793788, 3.512450, 0.080255], [-2.853643, 4.883412, 0.268508], [-4.933704, 3.867520, 1.130692], [-4.968396, 1.489749, 1.800613], [-2.928242, 0.113538, 1.586185], [-3.150908, 0.255387, -3.526254], [-2.051617, -0.726299, -2.632742], [-0.507348, -0.118447, -2.632717], [-2.354539, -0.626344, -0.931088], [-2.574996, -2.506458, -3.078980], [-3.395474, -2.651744, -4.188402], [-3.895861, -3.903821, -4.527247], [-3.570685, -5.006180, -3.759424], [-2.737763, -4.869050, -2.653780], [-2.241767, -3.628243, -2.302725], [-1.167785, -3.616701, -0.867542], [-0.525512, -4.882201, -0.818100], [-1.849426, -3.118314, 0.304410], [-0.165994, -2.495148, -1.271768], [-2.804654, 1.155601, -3.615151], [-3.654452, -1.788530, -4.785588], [-4.536631, -4.007843, -5.391654], [-3.952722, -5.983761, -4.019109], [-2.454268, -5.734222, -2.070441]],
  "forces_ev_per_angstrom": [[0.0, 0.2, 0.1], [0.0, 0.0, 0.0], [0.0, 0.0, 0.0], [0.0, 0.0, 0.0], [0.0, 0.0, 0.0], [0.0, 0.1, 0.0], [0.0, 0.0, 0.0], [0.0, 0.0, 0.0], [0.0, 0.0, 0.0], [0.0, 0.0, 0.0], [0.0, 0.0, 0.0], [0.0, 0.0, 0.0], [0.1, 0.0, 0.0], [-0.1, 0.0, 0.0], [0.0, 0.0, 0.0], [0.0, 0.0, 0.0], [0.0, 0.0, 0.0], [0.0, 0.0, 0.0], [0.0, 0.0, 0.0], [0.0, 0.0, 0.0], [0.0, 0.0, 0.0], [0.0, 0.0, 0.0], [0.0, 0.0, 0.0], [0.0, 0.0, 0.0], [0.0, 0.0, 0.0], [0.0, 0.0, 0.0], [0.0, 0.0, 0.0], [0.0, 0.0, 0.0], [0.0, 0.0, 0.0], [0.0, 0.0, 0.0], [0.1, 0.0, 0.0], [-0.3, -0.1, -0.1], [0.1, 0.0, 0.0], [0.0, 0.0, 0.1], [0.0, 0.0, -0.1], [0.0, 0.0, 0.0], [0.0, 0.0, 0.0], [0.0, 0.1, 0.0], [0.0, -0.1, 0.0], [0.0, 0.0, 0.1], [0.1, 0.0, -0.1], [0.0, 0.0, 0.0], [-0.1, 0.0, 0.0], [0.0, -0.2, 0.0], [0.0, 0.0, 0.0], [0.0, 0.0, 0.0], [0.0, 0.0, 0.0], [0.0, 0.0, 0.0], [0.0, 0.0, 0.0]],
  "nbo_charge": [1.5821, -0.0579, 0.1008, -0.1100, -0.2235, 0.1670, -0.2279, -0.1894, -0.1666, -0.1827, -0.2248, -0.1268, -0.2965, 0.1659, -0.2278, -0.1968, -0.1805, -0.1923, -0.2208, 0.4001, 0.2245, 0.2357, 0.2334, 0.2345, 0.2473, 0.2340, 0.2303, 0.2299, 0.2320, 0.2325, -0.9820, 2.4193, -1.0783, -1.0105, -0.4656, -0.1638, -0.1802, -0.1579, -0.1978, -0.2229, 2.3771, -0.8864, -0.9362, -0.9469, 0.5225, 0.2468, 0.2386, 0.2388, 0.2597]
}

***

Entry 3:
{
  "formula": "C19H16BCdF4N7OS2",
  "method": "ωB97M-V/def2-TZVPD",
  "e_lumo_ev": 4.404,
  "e_homo_ev": -1.563,
  "de_lowest_kj_mol": 111.8,
  "charge": -2,
  "gap_ev": 5.97,
  "species": ["Cd", "S", "C", "C", "N", "C", "S", "C", "N", "O", "C", "C", "C", "C", "C", "C", "C", "N", "C", "C", "N", "H", "H", "H", "H", "H", "H", "H", "C", "C", "N", "H", "H", "H", "C", "C", "N", "C", "C", "N", "H", "H", "H", "H", "H", "H", "F", "B", "F", "F", "F"],
  "positions_angstrom": [[-0.490953, 1.116431, -0.178059], [0.579147, 3.455531, -0.439759], [-0.860353, 4.424131, -0.496259], [-0.617853, 5.798731, -0.480559], [-0.369453, 6.926131, -0.438159], [-2.164553, 3.964931, -0.551659], [-2.709553, 2.318931, -0.534559], [-3.204153, 4.895331, -0.649659], [-4.095753, 5.624331, -0.735859], [-1.774453, -0.384569, 1.030241], [-2.207153, -1.510069, 0.592241], [-3.596253, -1.774769, 0.467541], [-4.064353, -2.971769, -0.018859], [-3.184653, -3.961769, -0.438659], [-1.825953, -3.748469, -0.311759], [-1.330953, -2.577169, 0.240841], [0.102847, -2.452269, 0.447741], [0.727947, -2.156569, 1.569841], [2.050347, -2.323369, 1.308241], [2.235847, -2.738769, 0.022541], [0.985647, -2.829569, -0.514859], [-4.279953, -0.982669, 0.742641], [-5.131653, -3.152069, -0.093359], [-3.549653, -4.886169, -0.866859], [-1.133753, -4.526469, -0.614159], [2.794447, -2.139469, 2.060741], [3.120047, -2.947469, -0.545359], [0.740647, -2.998369, -1.477659], [-1.303053, 0.101831, 3.897741], [-0.676753, 1.177531, 3.188341], [-0.178353, 2.030531, 2.608541], [-1.736453, -0.535269, 3.120741], [-2.074853, 0.484731, 4.565341], [-0.558653, -0.455969, 4.464441], [3.043747, 1.925431, 1.489241], [3.015247, 1.160831, 0.219441], [2.034747, 0.428831, -0.245859], [2.479547, -0.120369, -1.411359], [3.748747, 0.291631, -1.663959], [4.092247, 1.098631, -0.607259], [2.054447, 2.330131, 1.686141], [3.758347, 2.743331, 1.419741], [3.320347, 1.271431, 2.316841], [1.856447, -0.754169, -2.000859], [4.408947, 0.102131, -2.484959], [4.955547, 1.607231, -0.500159], [0.460647, -1.818069, -3.608659], [0.197047, -0.464969, -3.843559], [-0.678253, -0.327369, -4.895259], [1.390347, 0.170931, -4.145459], [-0.355553, 0.088331, -2.665759]],
  "forces_ev_per_angstrom": [[0.0, 0.2, 0.0], [0.1, -0.3, -0.1], [-0.8, -1.5, -0.1], [0.2, 1.5, 0.1], [0.0, -0.1, -0.1], [1.6, -0.7, 0.0], [0.0, -0.1, 0.0], [-1.1, 1.0, -0.1], [0.1, 0.0, 0.0], [0.5, 0.7, -0.2], [-0.1, -0.7, -0.1], [0.1, 0.2, 0.1], [-0.1, -0.2, -0.1], [-0.1, -0.3, -0.2], [-0.1, -0.1, 0.1], [-0.4, 0.2, -0.1], [0.1, -0.1, 0.1], [-0.4, 0.2, 0.1], [0.3, -0.2, -0.2], [0.4, -0.3, 0.1], [-0.1, 0.1, 0.0], [0.0, 0.1, 0.0], [0.0, 0.1, 0.0], [-0.1, 0.0, 0.0], [0.1, 0.0, 0.0], [0.2, 0.0, 0.1], [0.1, 0.0, -0.1], [0.0, 0.1, -0.1], [-0.3, -0.6, 0.2], [0.2, 0.3, -0.1], [0.2, 0.3, 0.0], [0.0, 0.0, 0.2], [0.0, 0.0, 0.0], [0.0, 0.0, 0.0], [-0.2, 0.0, 0.0], [0.4, 0.3, 0.3], [-0.6, 0.3, 0.2], [0.4, 0.0, -0.4], [-0.1, -0.3, -0.2], [-0.1, 0.1, 0.2], [0.0, 0.1, 0.1], [0.0, 0.1, 0.1], [0.0, 0.0, 0.1], [-0.1, -0.1, -0.2], [0.1, 0.0, -0.2], [-0.3, -0.1, 0.0], [0.2, -1.0, 0.4], [-0.1, 0.3, -0.1], [-0.6, 0.0, -0.5], [0.7, 0.4, -0.1], [-0.2, 0.2, 0.6]],
  "nbo_charge": [1.5837, -0.4532, -0.3152, 0.2980, -0.4069, -0.3039, -0.4114, 0.2955, -0.4001, -0.8810, 0.3942, -0.2720, -0.2132, -0.3126, -0.1637, -0.2162, 0.3548, -0.4775, -0.1041, -0.1223, -0.5249, 0.2046, 0.1883, 0.1880, 0.1914, 0.1849, 0.2075, 0.4446, -0.7439, 0.3525, -0.3990, 0.3163, 0.2302, 0.2400, -0.6685, 0.3813, -0.5463, -0.0571, -0.1222, -0.5286, 0.2904, 0.2047, 0.2120, 0.2416, 0.2071, 0.4051, -0.5882, 1.3378, -0.5625, -0.5714, -0.5887]
}